No. 1
ORCA calculation (wB97M-V/def2-TZVPD) on a 15-piece molecular cluster, C22H74O22 overall in a non-equilibrium geometry.

```
118
Properties=species:S:1:pos:R:3:mulliken_charge:R:1
C 2.95 -1.52 -2.34 -0.6831
O 2.78 -2.24 -1.13 -0.7274
H 3.48 -0.58 -2.19 0.2592
H 3.58 -2.19 -2.92 0.4376
H 2.03 -1.35 -2.89 0.0701
H 2.42 -1.68 -0.43 0.3556
C 3.18 -0.67 3.65 -0.6820
O 2.52 0.35 2.95 -0.4434
H 4.19 -0.33 3.90 0.3658
H 2.70 -1.01 4.57 0.2918
H 3.31 -1.56 3.02 0.2097
H 2.29 1.09 3.52 0.2456
C 3.42 3.82 -0.60 -0.2446
O 3.76 4.53 0.61 -0.5557
H 4.15 4.09 -1.36 0.4138
H 3.24 2.75 -0.46 -0.0718
H 2.47 4.14 -1.04 0.1747
H 3.86 5.47 0.43 0.2929
C 0.37 -3.13 2.31 -0.5520
O -0.43 -3.43 3.43 -0.5913
H 1.33 -2.69 2.59 0.4069
H 0.54 -4.05 1.76 0.5456
H -0.04 -2.43 1.57 -0.2993
H -0.22 -4.34 3.66 0.3446
C -3.96 0.77 2.12 -0.5235
O -3.94 1.93 2.87 -0.5155
H -4.82 0.89 1.47 0.3705
H -2.97 0.65 1.68 -0.1275
H -4.14 -0.04 2.82 0.5194
H -4.68 1.88 3.48 0.2843
C 0.50 -0.46 -5.45 -0.7245
O 0.96 0.54 -4.52 -0.6784
H 0.80 -0.09 -6.43 0.3570
H 0.80 -1.48 -5.21 0.2719
H -0.57 -0.31 -5.45 0.2499
H 1.91 0.56 -4.66 0.2556
C -2.70 -3.40 0.62 -0.0166
O -2.87 -4.57 1.35 -0.5986
H -2.08 -3.52 -0.26 -0.1453
H -3.71 -3.23 0.26 0.2854
H -2.39 -2.57 1.25 -0.0978
H -3.69 -4.45 1.83 0.3764
C -3.83 2.56 -0.75 0.1462
O -3.73 3.33 -1.85 -0.5914
H -2.90 2.57 -0.17 -0.2381
H -4.65 2.89 -0.11 0.4237
H -4.00 1.56 -1.15 -0.1093
H -3.30 4.18 -1.70 0.3141
C 0.28 4.14 -4.27 -0.5390
C -0.31 3.57 -2.98 -0.4039
O 0.45 2.46 -2.55 -0.1266
O 0.28 3.25 -5.36 -0.5427
H 1.34 4.33 -4.12 0.2680
H -0.21 5.11 -4.36 0.4106
H -1.34 3.25 -3.12 0.2925
H -0.31 4.36 -2.22 0.4072
H 0.30 1.70 -3.13 0.0917
H 0.57 2.41 -4.98 0.4958
C -2.10 5.06 2.66 -0.6490
C -1.17 4.02 2.02 -0.0168
O -1.18 2.77 2.71 -0.2960
O -1.57 5.44 3.93 -0.5498
H -3.10 4.66 2.79 0.3062
H -2.14 5.84 1.90 0.3648
H -0.14 4.34 1.91 0.5287
H -1.55 3.91 1.00 -0.1064
H -2.09 2.44 2.72 0.0221
H -2.19 5.19 4.62 0.3178
C -3.81 -1.61 -2.07 0.0110
C -4.19 -0.71 -3.23 -0.4301
O -4.46 -1.49 -4.36 -0.5583
O -3.84 -0.88 -0.84 -0.6224
H -2.90 -2.15 -2.32 0.0716
H -4.52 -2.44 -2.02 0.4213
H -3.33 -0.05 -3.32 0.1323
H -4.98 0.00 -3.00 0.2814
H -5.19 -2.10 -4.22 0.3340
H -2.97 -0.85 -0.43 0.0935
C 6.31 -1.10 -0.21 -0.5230
C 5.45 -0.03 0.41 0.6356
O 6.23 0.83 1.18 -0.5874
O 6.96 -1.82 0.78 -0.5701
H 7.12 -0.66 -0.80 0.3629
H 5.85 -1.88 -0.81 0.2467
H 4.72 -0.55 1.03 -0.2663
H 4.89 0.48 -0.37 0.0738
H 5.64 1.39 1.69 0.3206
H 7.72 -2.33 0.50 0.3114
C -0.45 -0.54 4.92 0.2260
C -1.95 -0.45 4.88 -0.0120
O -2.60 -0.55 6.14 -0.4824
O 0.15 -1.77 5.28 -0.2303
H -0.15 0.18 5.68 0.4270
H -0.04 -0.36 3.92 -0.2010
H -2.19 -1.26 4.20 0.1868
H -2.32 0.47 4.42 0.2085
H -2.24 0.11 6.74 0.3636
H -0.21 -2.42 4.68 0.5116
C -0.41 0.13 -0.77 0.1470
C 0.54 0.39 0.42 -0.1942
O 1.52 -0.57 0.53 1.4274
O -1.11 -1.02 -0.46 1.4021
H 0.15 0.01 -1.70 -0.7625
H -1.19 0.89 -0.84 0.1126
H -0.03 0.38 1.35 -0.6858
H 1.00 1.38 0.33 0.3982
H 1.89 -0.45 1.41 -0.5995
H -0.59 -1.80 -0.66 -0.4084
C 0.07 -4.07 -2.32 -0.3475
C 0.85 -5.40 -2.37 -0.7599
O 2.18 -5.07 -2.60 -0.5007
O 0.27 -3.38 -1.11 -0.0538
H -1.01 -4.15 -2.47 0.4597
H 0.28 -3.34 -3.10 0.1257
H 0.46 -6.04 -3.17 0.3937
H 0.73 -5.91 -1.41 0.2950
H 2.75 -5.76 -2.26 0.3038
H 1.21 -3.18 -1.09 0.1841
```

Summary:
total charge = +1
E_LUMO (alpha / beta) = -2.60 / -9.13 eV
2S+1 = 2
DFT total energy = -2537.2246 Eh



No. 2
ORCA calculation (wB97M-V/def2-TZVPD) on a 9-piece molecular cluster, C33H74FN2O10S8 overall.

```
128
Properties=species:S:1:pos:R:3:mulliken_charge:R:1
C -0.93 0.57 2.02 -0.0314
C -1.90 0.69 1.33 -0.5468
C -2.99 0.87 0.35 -0.3813
C -2.59 1.90 -0.74 1.0734
C -3.33 3.21 -0.50 -1.0960
N -3.07 4.25 -1.58 1.3698
C -3.56 3.74 -2.91 -1.5422
C -4.02 4.76 -3.98 0.4203
C -3.89 4.15 -5.36 -1.5371
F -3.30 5.94 -3.88 -0.3253
O -1.66 4.37 -1.48 -0.1709
C -0.88 4.91 -2.56 -0.0009
C 0.54 4.74 -2.07 -1.0382
O 0.88 3.38 -2.11 -0.3898
C 1.13 2.80 -0.82 -0.0473
C 1.27 1.29 -0.96 -1.0899
C -3.73 5.54 -1.16 0.4938
C -5.13 5.59 -1.13 -0.5856
C -5.69 6.79 -0.71 -0.6756
C -4.85 7.85 -0.36 -0.5472
C -3.47 7.65 -0.43 -0.4607
N -2.92 6.50 -0.83 -0.3443
H -0.09 0.53 2.68 0.4545
H -3.19 -0.10 -0.10 -0.1689
H -3.90 1.17 0.88 0.4029
H -2.82 1.49 -1.72 0.2598
H -1.51 2.07 -0.68 -0.5830
H -2.98 3.68 0.41 0.3737
H -4.41 3.05 -0.46 0.4678
H -2.79 3.08 -3.30 0.6110
H -4.43 3.11 -2.70 0.6933
H -5.07 5.02 -3.81 0.3504
H -4.60 3.33 -5.46 0.3721
H -2.88 3.79 -5.55 0.3696
H -4.19 4.88 -6.12 0.3665
H -1.01 4.31 -3.46 0.1576
H -1.12 5.95 -2.75 0.2713
H 1.21 5.33 -2.70 0.5137
H 0.61 5.14 -1.05 0.4189
H 2.04 3.24 -0.40 0.3775
H 0.30 3.05 -0.15 0.2099
H 0.78 0.97 -1.88 0.2989
H 2.31 0.96 -0.98 0.4810
H 0.79 0.79 -0.11 0.0188
H -5.74 4.74 -1.41 0.3870
H -6.77 6.90 -0.66 0.4508
H -5.24 8.80 -0.04 0.4154
H -2.78 8.45 -0.16 0.4451
C 2.08 -2.79 1.42 -0.4058
S 3.17 -1.38 1.66 0.5176
O 3.35 -0.75 0.32 -0.6283
C 4.64 -2.35 2.00 -0.9750
H 1.09 -2.40 1.16 -0.3714
H 2.46 -3.41 0.62 0.4177
H 2.01 -3.35 2.35 0.4256
H 4.84 -3.02 1.16 0.2917
H 4.49 -2.93 2.91 0.3040
H 5.47 -1.66 2.13 0.4226
C -5.96 6.55 -9.55 -0.9235
S -6.71 5.37 -8.44 0.5121
O -5.62 4.46 -7.99 -0.5892
C -7.65 4.49 -9.68 -0.9707
H -5.29 7.18 -8.97 0.3061
H -5.39 6.02 -10.32 0.3059
H -6.73 7.17 -10.01 0.3683
H -6.96 4.10 -10.43 0.3119
H -8.38 5.16 -10.13 0.3829
H -8.16 3.66 -9.18 0.3122
C 7.58 -5.74 4.11 -0.2586
S 6.43 -6.34 2.89 0.3846
O 5.97 -5.15 2.11 -0.5576
C 5.12 -6.72 4.05 -0.9020
H 8.48 -5.38 3.59 -0.0522
H 7.13 -4.92 4.67 0.0752
H 7.85 -6.55 4.78 0.4029
H 4.87 -5.82 4.61 0.2012
H 5.46 -7.51 4.73 0.3536
H 4.26 -7.07 3.48 0.3710
C -3.51 0.16 4.70 -0.5580
S -4.21 -1.06 5.82 0.4385
O -3.12 -2.01 6.14 -0.6029
C -5.24 -1.84 4.57 -0.6155
H -2.78 0.75 5.26 0.3894
H -3.02 -0.33 3.87 -0.0960
H -4.30 0.82 4.35 0.3366
H -4.61 -2.18 3.75 -0.0049
H -5.98 -1.13 4.22 0.3188
H -5.73 -2.69 5.05 0.3563
C -3.03 -4.66 0.67 -0.8527
S -2.18 -3.21 1.30 0.5886
O -3.18 -2.11 1.31 -0.5567
C -1.16 -2.95 -0.14 -0.0363
H -3.76 -4.96 1.42 0.3822
H -3.51 -4.41 -0.27 0.0345
H -2.30 -5.47 0.53 0.4200
H -1.80 -2.83 -1.02 -0.0250
H -0.49 -3.80 -0.28 0.5118
H -0.58 -2.04 0.02 -0.3858
C -4.70 -2.58 -2.86 -0.4944
S -3.49 -3.22 -4.03 0.4126
O -2.24 -3.46 -3.26 -0.5608
C -3.24 -1.68 -4.92 -0.6844
H -4.95 -3.38 -2.18 0.2661
H -4.26 -1.75 -2.31 -0.1403
H -5.59 -2.26 -3.40 0.4464
H -2.91 -0.91 -4.22 0.0291
H -4.18 -1.39 -5.41 0.3687
H -2.48 -1.85 -5.67 0.3524
C 10.84 -6.16 1.37 -0.9343
S 11.48 -4.79 2.34 0.4642
O 10.30 -4.15 2.98 -0.5886
C 11.93 -3.76 0.95 -0.9553
H 10.46 -6.91 2.07 0.2965
H 10.03 -5.80 0.73 0.2914
H 11.64 -6.59 0.78 0.4089
H 11.04 -3.57 0.34 0.3032
H 12.71 -4.25 0.37 0.3773
H 12.30 -2.82 1.35 0.3199
C 6.38 -2.58 8.68 -0.9893
S 7.39 -3.52 7.53 0.4989
O 6.45 -4.30 6.69 -0.5629
C 8.07 -4.65 8.74 -0.9491
H 5.83 -1.84 8.11 0.3185
H 5.69 -3.26 9.18 0.3026
H 7.03 -2.08 9.40 0.3808
H 7.26 -5.18 9.23 0.3105
H 8.67 -4.10 9.46 0.3708
H 8.70 -5.36 8.20 0.3026
```

Summary:
total charge = +1
E_LUMO = -2.17 eV
DFT total energy = -5448.4361 Eh



No. 3
ORCA calculation (wB97M-V/def2-TZVPD) on C21H48AgN3O14Pb2S2 as an isolated structure in a non-equilibrium geometry.

```
91
Properties=species:S:1:pos:R:3:mulliken_charge:R:1
Pb 4.87 -14.77 -16.44 1.5785
Pb 7.05 -14.83 -10.38 1.3194
Ag 5.71 -11.40 -11.20 0.5702
C 1.01 -12.54 -11.27 -1.5363
C 0.88 -11.99 -12.67 0.5798
C 0.21 -10.63 -12.68 -0.8002
O 0.02 -10.23 -14.02 -0.2897
C -0.50 -8.89 -14.09 -0.7594
N 2.26 -11.76 -13.26 -0.0939
H 2.83 -12.60 -13.42 -0.0268
H 2.27 -11.37 -14.21 0.4609
H 2.78 -11.03 -12.78 0.3025
H 1.58 -13.47 -11.13 0.3866
H 0.09 -12.76 -10.74 0.4355
H 1.62 -11.88 -10.64 0.4103
H 0.37 -12.73 -13.28 0.0504
H 0.72 -9.77 -12.24 0.4192
H -0.73 -10.83 -12.15 0.4324
H -0.63 -8.66 -15.14 0.2480
H 0.19 -8.20 -13.59 0.3334
H -1.48 -8.88 -13.61 0.3365
C 8.33 -10.20 -16.16 -1.5459
C 8.11 -10.36 -14.68 0.5378
C 6.74 -9.95 -14.15 -0.7302
O 6.76 -9.90 -12.75 0.1444
C 7.28 -8.67 -12.25 -0.9971
N 8.36 -11.78 -14.21 0.4440
H 7.64 -12.42 -14.58 0.0273
H 9.27 -12.16 -14.47 0.4729
H 8.29 -11.97 -13.20 -0.2841
H 7.65 -10.81 -16.77 0.2910
H 9.33 -10.30 -16.58 0.4073
H 7.93 -9.22 -16.43 0.4045
H 8.89 -9.82 -14.14 0.2507
H 5.96 -10.67 -14.41 -0.0036
H 6.42 -9.02 -14.64 0.5275
H 7.07 -8.48 -11.20 0.2977
H 6.80 -7.82 -12.75 0.4228
H 8.36 -8.57 -12.37 0.3065
C 6.58 -17.57 -14.78 -1.2150
C 6.86 -18.29 -16.10 1.3138
C 7.02 -19.80 -15.82 -1.2427
C 5.70 -20.53 -15.54 -0.7183
C 4.79 -20.45 -16.76 -1.1030
C 4.60 -18.98 -17.24 1.4609
N 5.75 -18.08 -17.03 1.1075
O 5.75 -17.00 -17.68 -0.7950
C 3.42 -18.41 -16.48 -1.6003
C 4.38 -19.15 -18.75 -1.8905
C 8.21 -17.84 -16.70 -1.7770
H 6.36 -16.51 -14.96 -0.2357
H 7.49 -17.54 -14.18 0.5350
H 5.88 -18.03 -14.08 0.3388
H 7.60 -19.84 -14.90 0.4807
H 7.47 -20.33 -16.66 0.3677
H 5.20 -20.16 -14.64 0.3166
H 5.99 -21.55 -15.30 0.4235
H 3.84 -20.89 -16.47 0.4046
H 5.25 -21.10 -17.51 0.3865
H 2.99 -17.51 -16.94 0.1280
H 3.73 -18.11 -15.47 0.4241
H 2.52 -19.01 -16.35 0.5005
H 4.20 -18.20 -19.26 0.3707
H 3.47 -19.72 -18.94 0.4330
H 5.18 -19.68 -19.27 0.4647
H 8.36 -18.38 -17.62 0.4646
H 9.00 -18.03 -15.98 0.3962
H 8.15 -16.75 -16.78 0.3618
S 8.39 -12.16 -10.61 1.5549
O 7.40 -12.73 -11.62 -0.7187
O 9.50 -11.69 -11.42 -0.7017
O 7.61 -11.02 -10.07 -0.7952
O 8.73 -13.18 -9.60 -0.7165
S 5.37 -13.92 -13.51 1.6354
O 5.16 -12.53 -13.07 -0.1602
O 4.12 -14.42 -14.13 -0.8036
O 6.32 -13.93 -14.66 -1.1728
O 5.81 -14.77 -12.39 -0.5795
C -1.90 -16.39 -14.70 -1.3930
C -0.95 -16.26 -15.88 0.3826
C -0.99 -14.88 -16.47 -0.5388
O 0.37 -14.68 -16.90 -0.3183
C 1.15 -15.45 -16.13 0.5179
O 2.35 -15.34 -16.15 -0.4661
O 0.44 -16.24 -15.35 -0.2921
H -1.98 -15.51 -14.06 0.3016
H -1.86 -17.40 -14.32 0.3941
H -2.89 -16.32 -15.18 0.4449
H -0.99 -17.11 -16.55 0.3710
H -1.25 -14.11 -15.74 0.2553
H -1.66 -14.87 -17.33 0.3661
```

Summary:
total charge = +3
E_LUMO (alpha / beta) = -9.16 / -9.16 eV
2S+1 = 2
DFT total energy = -3374.7387 Eh



No. 4
ORCA calculation (wB97M-V/def2-TZVPD) on a 2-piece molecular cluster, C6H17NO overall in a non-equilibrium geometry.

```
25
Properties=species:S:1:pos:R:3:nbo_charge:R:1
C 1.58 0.21 0.07 -0.4417
C 1.73 0.33 -1.43 -0.6065
C 0.22 0.47 0.69 -0.2195
N -0.40 -0.68 1.40 -0.6361
C -1.46 -2.87 1.52 -0.6216
C -0.69 -1.90 0.63 -0.0487
C -1.31 -1.61 -0.75 -0.6334
H 1.96 -0.76 0.43 0.2175
H 2.27 0.85 0.63 0.2145
H 0.92 -0.07 -2.01 0.2045
H 1.84 1.40 -1.66 0.1961
H 2.62 -0.11 -1.88 0.2173
H -0.56 0.86 0.02 0.1627
H 0.18 1.32 1.39 0.1968
H -1.17 -0.36 1.96 0.3588
H -1.55 -2.53 2.55 0.2193
H -2.41 -3.27 1.17 0.2108
H -0.81 -3.75 1.62 0.2150
H 0.25 -2.42 0.44 0.1721
H -1.62 -2.52 -1.25 0.2144
H -2.30 -1.19 -0.49 0.1961
H -0.80 -0.90 -1.38 0.2111
H 0.58 4.22 -1.90 0.4591
H 0.11 4.88 -0.76 0.4585
O 0.42 5.13 -1.62 -0.9169
```

Summary:
E_LUMO = 0.63 eV
energy above the lowest of the compared OMol25 structures with the same formula, charge and spin = 1.326 eV
SMILES = CCCNC(C)C.O
DFT total energy = -368.7521 Eh